1.
Formula: C48H40ClGeN5O4SbTc
Source: the Open Molecules 2025 dataset
Level of theory: ωB97M-V/def2-TZVPD

Geometry as XYZ:
```
101
Properties=species:S:1:pos:R:3
Tc 1.340 0.556 -0.122
C -1.126 -1.255 -1.819
C 0.236 -1.109 -2.464
C 0.342 -2.156 -3.616
C 1.451 -3.116 -3.531
C 2.387 -2.946 -2.590
C 2.331 -1.868 -1.637
N 1.339 -1.032 -1.472
Sb 4.277 -1.534 -0.776
C 4.400 0.439 -1.664
C 5.439 0.604 -2.566
C 5.660 1.858 -3.109
C 4.855 2.891 -2.681
C 3.823 2.653 -1.771
C 3.033 3.834 -1.312
N 3.570 1.418 -1.293
C 3.653 -0.895 1.197
C 4.548 -1.344 2.154
C 4.348 -1.022 3.485
C 3.258 -0.235 3.780
C 2.383 0.201 2.783
C 1.269 1.081 3.231
N 2.568 -0.154 1.483
H -1.903 -1.299 -2.580
H -1.138 -2.182 -1.246
H -1.349 -0.438 -1.139
H -0.598 -2.697 -3.745
H 1.484 -3.938 -4.234
H 3.226 -3.626 -2.516
H 6.063 -0.240 -2.833
H 6.455 2.030 -3.822
H 5.016 3.902 -3.027
H 3.560 4.753 -1.555
H 2.062 3.870 -1.806
H 2.877 3.802 -0.239
H 5.388 -1.954 1.848
H 5.022 -1.370 4.255
H 3.061 0.060 4.798
H 1.154 1.010 4.309
H 1.478 2.118 2.971
H 0.333 0.818 2.745
O -1.275 5.872 -0.091
C -1.452 5.412 -1.309
O -1.947 6.063 -2.189
C -1.004 3.999 -1.574
C -1.306 3.291 -2.732
Cl -2.196 3.852 -4.052
N -0.700 2.071 -2.659
N 0.017 1.984 -1.518
C -0.175 3.124 -0.855
C 0.485 3.292 0.480
O 0.201 4.243 1.199
O 1.349 2.397 0.754
C -0.755 1.000 -3.580
C 0.388 0.042 -3.511
C 0.464 -1.003 -4.658
C -0.668 -0.997 -5.625
C -1.724 -0.200 -5.469
C -1.769 0.821 -4.438
H -0.766 5.258 0.503
H 1.324 0.589 -3.365
H 1.421 -1.008 -5.184
H -0.614 -1.715 -6.434
H -2.555 -0.250 -6.157
H -2.634 1.460 -4.418
C -0.444 0.277 0.774
Ge -1.693 -0.808 1.862
C -0.871 -1.663 3.443
C 0.376 -2.276 3.379
C 0.870 -2.976 4.468
C 0.109 -3.090 5.622
C -1.137 -2.485 5.693
C -1.619 -1.764 4.611
C -3.157 0.398 2.412
C -3.076 1.786 2.369
C -4.148 2.576 2.755
C -5.317 1.987 3.212
C -5.407 0.604 3.281
C -4.339 -0.180 2.878
C -2.558 -2.305 0.905
C -2.038 -3.593 0.969
C -2.701 -4.650 0.365
C -3.891 -4.428 -0.310
C -4.411 -3.145 -0.390
C -3.749 -2.091 0.217
H -1.027 1.199 0.677
H 0.958 -2.203 2.465
H 1.846 -3.442 4.418
H 0.490 -3.647 6.466
H -1.735 -2.577 6.589
H -2.578 -1.267 4.676
H -2.164 2.273 2.039
H -4.071 3.653 2.702
H -6.154 2.602 3.514
H -6.314 0.139 3.646
H -4.425 -1.260 2.913
H -1.109 -3.771 1.497
H -2.290 -5.650 0.427
H -4.414 -5.252 -0.776
H -5.337 -2.966 -0.920
H -4.158 -1.089 0.159
```

Its spin multiplicity is 2. As for the energy above the lowest of the compared OMol25 structures with the same formula, charge and spin: 0.0 kcal/mol. As for the largest force on an atom: 0.0617 Eh/bohr. The value obtained for the LUMO energy (spin up / spin down) is -3.65 / -3.91 eV. The value obtained for the HOMO energy (spin up / spin down) is -11.0 / -10.6 eV. Its net charge is +1. Its expectation value of S² is 1.149.

***

2.
Formula: C48H40IN3O4P2Ru
Source: the Open Molecules 2025 dataset
Level of theory: ωB97M-V/def2-TZVPD

Geometry as XYZ:
```
99
Properties=species:S:1:pos:R:3
Ru -0.185 -0.078 0.702
C -0.099 2.313 -3.452
C -1.434 1.872 -2.956
N -2.476 2.462 -3.462
C -3.707 2.164 -3.071
C -3.962 1.275 -2.049
C -5.404 0.979 -1.692
O -5.721 1.288 -0.355
C -2.866 0.640 -1.408
C -3.090 -0.130 -0.230
N -2.250 -0.875 0.451
C -2.783 -1.700 1.435
C -4.089 -2.203 1.262
C -4.709 -2.995 2.201
C -4.050 -3.333 3.372
C -2.752 -2.895 3.559
C -2.119 -2.129 2.593
I -0.062 -1.693 2.998
C -1.552 0.851 -1.948
O -0.528 0.202 -1.538
H -0.235 2.963 -4.312
H 0.518 1.456 -3.723
H 0.399 2.895 -2.676
H -4.501 2.664 -3.606
H -5.603 -0.093 -1.816
H -6.057 1.520 -2.389
H -5.729 2.246 -0.249
H -4.096 -0.004 0.177
H -4.618 -1.967 0.351
H -5.713 -3.341 2.014
H -4.530 -3.940 4.123
H -2.226 -3.134 4.470
C 2.331 -0.380 -2.378
C 2.276 0.757 -1.361
P 2.276 0.165 0.388
C 2.114 1.661 1.416
C 2.371 1.480 2.779
C 2.240 2.537 3.655
C 1.820 3.772 3.184
C 1.565 3.957 1.835
C 1.716 2.910 0.943
C 4.083 -0.135 0.517
C 4.895 0.989 0.369
C 6.246 0.839 0.129
C 6.805 -0.430 0.058
C 6.015 -1.542 0.291
C 4.656 -1.398 0.529
P 0.752 -1.309 -2.740
C 0.418 -2.353 -1.267
C 1.405 -2.764 -0.373
C 1.133 -3.731 0.579
C -0.128 -4.300 0.649
C -1.125 -3.881 -0.217
C -0.858 -2.911 -1.166
C 1.509 -2.661 -3.767
C 2.440 -3.556 -3.252
C 2.998 -4.519 -4.069
C 2.616 -4.622 -5.397
C 1.679 -3.741 -5.909
C 1.123 -2.770 -5.094
H 3.108 -1.105 -2.118
H 2.610 0.040 -3.352
H 1.360 1.333 -1.504
H 3.150 1.403 -1.505
H 2.689 0.506 3.132
H 2.461 2.399 4.702
H 1.682 4.590 3.873
H 1.242 4.921 1.474
H 1.521 3.067 -0.108
H 4.465 1.979 0.438
H 6.857 1.713 -0.033
H 7.855 -0.549 -0.166
H 6.444 -2.532 0.265
H 4.052 -2.270 0.732
H 2.401 -2.346 -0.438
H 1.897 -4.037 1.278
H -0.334 -5.059 1.385
H -2.110 -4.316 -0.160
H -1.637 -2.585 -1.844
H 2.721 -3.523 -2.211
H 3.729 -5.196 -3.651
H 3.044 -5.389 -6.024
H 1.370 -3.809 -6.941
H 0.374 -2.094 -5.486
O -1.524 0.615 4.569
C -1.519 1.436 3.683
N -1.120 1.215 2.387
C -1.259 2.316 1.630
O -0.973 2.308 0.426
C -1.772 3.415 2.468
C -2.049 4.739 2.210
C -2.523 5.506 3.269
C -2.711 4.964 4.531
C -2.416 3.627 4.796
C -1.942 2.872 3.748
H -1.900 5.161 1.229
H -2.747 6.549 3.105
H -3.091 5.595 5.320
H -2.547 3.198 5.779
```

Its spin multiplicity is 2. As for the energy above the lowest of the compared OMol25 structures with the same formula, charge and spin: 0.0 kcal/mol. As for the largest force on an atom: 0.0602 Eh/bohr. The value obtained for the LUMO energy (spin up / spin down) is -4.97 / -4.50 eV. The value obtained for the HOMO energy (spin up / spin down) is -10.0 / -10.1 eV. Its net charge is +1. Its expectation value of S² is 1.131.